[1]
The following is a quantum chemistry calculation of an isolated ion of composition C16H24NO3 and charge +1 at a distorted geometry, from OMol25.

```
44
Properties=species:S:1:pos:R:3:forces:R:3
H 1.252 0.027 1.686 -0.187 -0.103 -0.529
H 1.650 -0.721 -2.526 -0.417 0.280 0.144
H 2.627 1.152 0.398 -0.353 0.038 -0.021
C 0.909 -0.682 0.912 -0.281 0.014 -0.238
H -0.399 -2.379 0.820 0.145 -0.170 0.314
H -6.781 -2.441 3.293 0.278 -0.360 0.269
C 1.982 1.760 -0.242 0.568 0.578 1.256
H 1.985 2.234 -5.052 -0.724 -0.378 1.231
H -0.091 2.400 -1.578 0.133 0.003 0.098
C -4.884 -2.536 3.206 1.694 0.099 -0.358
C 0.504 1.662 -2.114 -0.503 -0.623 -1.163
H -0.148 -0.787 -0.982 0.257 -0.048 -0.187
O 1.423 1.768 -4.381 0.126 -0.014 -0.350
C 2.169 -0.113 -1.784 1.129 -0.136 -0.640
C -4.683 -1.161 3.039 -0.093 -0.026 0.313
H -0.692 0.502 0.015 0.714 0.587 -0.219
H 4.270 0.566 -1.903 -0.695 0.020 -0.311
H 1.256 3.378 -3.094 -0.014 0.176 -0.155
C -2.384 -1.475 2.380 -0.450 -1.485 0.534
C -3.762 -3.385 3.065 -0.160 0.496 -0.521
H 1.778 -1.256 0.538 -0.440 0.133 0.590
H 2.540 3.704 -1.039 -0.395 0.492 0.036
H 3.640 2.730 -3.131 0.185 0.265 -0.032
C 3.312 0.674 -2.460 0.490 0.951 -0.151
H -5.512 -0.489 3.282 0.261 -0.099 -0.190
H -3.863 -4.451 3.283 0.009 0.358 -0.196
C 2.938 2.195 -2.509 -0.459 -1.523 0.609
H 3.497 0.332 -3.487 -0.228 -0.142 0.406
H -3.280 0.430 2.668 -0.050 0.446 -0.144
H -1.727 -3.510 2.398 0.642 -0.693 -0.040
C -3.440 -0.628 2.683 -0.311 -0.726 -0.039
H 3.867 2.708 -0.597 -0.003 -0.117 -0.191
O -6.083 -3.081 3.515 -0.521 0.281 -0.064
N 1.204 0.821 -1.096 -0.353 -0.064 -0.198
O -1.205 -0.895 1.992 0.500 0.847 -0.284
H 0.403 -2.138 2.443 -0.244 0.056 -0.517
C -2.547 -2.867 2.579 -1.063 1.291 0.460
C -0.076 -1.643 1.573 -0.369 -0.378 0.083
C 2.882 2.685 -1.068 0.432 0.030 -0.233
H 1.317 2.376 0.406 0.136 -0.821 -0.517
C 0.227 -0.009 -0.316 -0.081 -0.710 1.323
H 2.612 -0.802 -1.062 -0.373 0.294 0.021
H -0.205 1.025 -2.682 0.504 0.244 0.271
C 1.516 2.320 -3.073 0.566 0.635 -0.469
```
Positions in Å, forces in eV/Å.

Calculated values
- strongest force on any atom (eV/A) = 1.7
- total charge = +1
- calculated total energy (eV) = -24607.2449
- highest occupied orbital energy (eV) = -10.18
- frontier orbital gap (eV) = 7.8
- structure (SMILES) = Oc1ccc(OCCC[N@+]23CC[C@H](CC2)[C@@H](O)C3)cc1



[2]
The following is a quantum chemistry calculation of a 2-piece molecular cluster, C16H24NO4 overall at a distorted geometry, from OMol25.

```
45
Properties=species:S:1:pos:R:3:forces:R:3
C 2.695 -0.943 -0.919 0.855 0.325 0.563
C 0.108 -0.195 -2.435 -0.107 -0.085 -0.005
H -1.467 -1.894 -2.509 -0.107 0.079 0.483
O -1.473 -1.740 -1.549 0.225 -0.045 -0.435
C 3.638 -3.121 -1.635 -0.107 -0.056 0.035
H 3.015 -5.017 -0.757 0.242 -0.191 0.099
O -6.431 2.388 4.804 0.014 -0.006 -0.003
C -3.252 2.643 3.257 -0.016 -0.009 0.032
H 1.944 2.263 -0.246 -0.508 0.108 -0.446
H -7.077 2.554 2.297 -0.009 0.000 0.037
C -4.156 2.529 4.226 0.083 0.001 -0.023
H 3.506 -1.327 -2.860 0.180 0.189 -0.073
H 1.722 -3.925 -1.125 -0.290 -0.055 -0.042
H 4.514 -1.062 0.342 0.374 -0.355 -0.290
O 1.192 0.729 -2.189 0.132 -0.157 0.007
H -2.189 2.676 3.456 0.005 0.014 -0.024
C 3.965 -0.364 -0.268 -1.407 -0.023 0.790
H -5.381 2.767 0.484 0.031 0.009 -0.009
H 4.067 1.480 0.835 -0.047 0.252 0.618
H -2.184 0.073 0.085 -0.266 -0.029 0.176
H 4.578 -2.890 -1.149 0.257 0.029 0.151
H -1.055 1.331 -0.273 0.193 0.230 -0.063
O -2.832 2.834 0.947 0.052 -0.046 0.032
H 2.910 0.319 1.572 -0.220 -0.054 0.266
H -0.553 0.357 -3.089 -0.004 0.330 -0.190
C -1.589 0.496 -0.713 -0.003 -0.012 0.485
H -3.882 2.461 5.272 -0.041 0.002 0.013
C 2.738 -3.972 -0.746 -0.116 0.179 -0.235
H 3.895 -3.690 -2.518 0.062 -0.088 -0.308
C 2.935 -1.840 -2.093 -0.091 -0.346 -0.147
H -2.263 0.868 -1.475 -0.053 0.037 -0.249
H 2.712 -3.632 0.280 0.059 0.041 0.334
C -5.108 2.697 1.529 -0.040 -0.007 0.019
H 2.143 -1.386 -0.096 -0.459 -0.512 -0.220
C -6.014 2.583 2.496 0.021 0.004 -0.073
C 3.323 0.714 0.655 1.320 0.361 -1.662
H -0.052 -0.917 -0.379 0.327 -0.063 -0.011
C -3.658 2.733 1.834 -0.020 0.045 -0.031
C -5.610 2.490 3.923 -0.064 -0.001 0.044
H 2.011 -2.171 -2.548 -0.283 0.077 -0.110
N 2.009 0.378 -1.153 -0.834 0.279 -0.641
H 0.463 -1.049 -2.999 0.256 -0.203 0.077
C 2.314 1.256 -0.293 0.338 0.041 1.190
H 4.512 0.115 -1.069 0.666 0.016 0.102
C -0.682 -0.598 -1.208 -0.600 -0.303 -0.263
```
Positions in Å, forces in eV/Å.

Calculated values
- strongest force on any atom (eV/A) = 2.2
- total charge = +1
- calculated total energy (eV) = -26651.4517
- highest occupied orbital energy (eV) = -12.16
- frontier orbital gap (eV) = 8.3



[3]
The following is a quantum chemistry calculation of a 3-piece molecular cluster, C16H25BF6NO10P overall at a distorted geometry, from OMol25.

```
60
Properties=species:S:1:pos:R:3:forces:R:3
F 3.381 -0.901 7.451 -0.293 -0.151 -0.515
H 4.747 -0.976 -1.231 -1.813 -0.071 -0.335
H -4.274 -0.848 -3.127 1.251 -0.732 0.522
C -2.619 3.908 0.259 0.220 -0.733 -0.419
C -0.850 1.100 -3.533 -1.451 3.590 0.026
O 1.149 -4.877 -3.761 -0.121 2.449 0.536
H 0.164 1.532 -5.483 0.510 -0.141 1.554
F -4.065 6.277 4.103 0.338 -0.384 -0.564
O 0.554 -2.708 -4.881 0.961 -1.158 1.784
C 0.773 -0.375 -0.700 -2.653 1.245 1.219
H -4.286 2.541 0.171 0.108 0.021 -0.129
H -0.224 -0.373 -0.115 1.683 0.031 -0.569
H 0.363 -3.347 -1.384 -0.544 0.494 -1.218
O 2.986 -2.316 4.921 0.068 0.873 0.741
F -5.285 6.208 2.326 0.506 -0.298 -0.059
H -3.042 -2.173 -3.531 -0.505 0.873 1.112
H -3.805 -2.032 -1.802 0.689 0.754 -1.230
B 0.563 -3.569 -3.700 0.316 0.197 -0.796
C -0.087 -2.911 -2.335 -0.309 -0.127 0.491
H -1.578 3.938 0.591 -0.190 0.104 0.201
H 1.362 -2.152 -4.885 -0.816 -0.300 -0.139
N -1.071 -0.283 -3.101 0.226 1.621 1.506
C -4.009 6.258 2.760 -1.151 1.294 0.778
H 1.068 0.740 -0.765 -0.095 -1.779 -0.104
H 2.119 -4.764 -3.868 -0.847 -0.408 -0.252
F -3.523 7.458 2.378 0.188 -0.553 -0.105
H 3.269 -0.180 -2.147 0.861 -1.151 0.776
C -3.412 -1.473 -2.714 0.759 0.516 -0.176
H -1.214 -3.078 -2.279 1.363 0.253 -0.051
H 1.376 0.951 -4.135 -1.307 0.556 -0.641
C 2.329 -2.716 2.617 0.035 0.307 0.149
O -2.496 0.189 -1.186 1.810 -2.219 -3.632
O -1.691 2.018 -3.313 2.485 -3.741 -0.661
O -3.390 4.935 0.904 -0.107 0.790 0.954
F 3.117 0.923 6.328 -0.265 -0.643 -0.352
C 0.450 1.563 -4.377 -0.119 -0.297 0.597
C -3.163 5.108 2.221 0.924 -1.299 -1.144
F 4.702 -0.442 5.803 -0.526 -0.199 -0.184
H 1.969 -1.697 2.458 -0.094 -0.162 0.066
H 1.772 -3.385 1.959 0.081 0.050 0.058
H 0.701 2.651 -4.102 -0.788 -1.689 -0.316
H 3.382 -2.731 2.326 -0.070 -0.179 0.019
O 1.403 -0.709 4.888 0.781 0.234 0.542
O -2.377 4.463 2.863 -0.639 0.744 0.092
P 0.383 -1.048 -2.435 0.881 -1.098 -1.120
H 1.125 -3.104 4.382 0.153 0.236 0.062
H -2.623 4.136 -0.809 -0.181 0.233 0.185
C 3.709 -1.133 -1.698 -0.537 0.071 -0.510
H -2.698 1.775 -0.065 -0.178 0.444 0.205
C -2.260 -0.440 -2.240 -3.064 0.483 2.162
C 3.416 -0.381 6.206 1.197 1.069 1.085
H 2.517 -4.161 4.191 0.186 0.231 0.233
H -3.229 2.280 1.550 0.102 0.054 -0.052
C -3.240 2.545 0.490 -0.027 -0.011 0.300
O 2.776 -3.079 -0.576 -0.451 4.596 -0.310
H 3.879 -1.877 -2.562 -0.432 1.110 1.448
C 2.472 -1.117 5.259 -0.924 -1.270 -1.092
O 1.690 -1.182 0.077 1.059 -0.123 -2.573
C 2.674 -1.828 -0.710 1.062 -4.147 0.473
C 2.171 -3.133 4.066 -0.307 -0.464 -0.626
```
Positions in Å, forces in eV/Å.

Calculated values
- strongest force on any atom (eV/A) = 4.6
- calculated total energy (eV) = -65232.7679
- highest occupied orbital energy (eV) = -9.35
- frontier orbital gap (eV) = 9.1
- structure (SMILES) = CC(=O)OCP(CB(O)O)N(C(C)=O)C(C)=O.CCOC(=O)C(F)(F)F.CCOC(=O)C(F)(F)F



[4]
The following is a quantum chemistry calculation of C16H25CdN5O5 as an isolated structure at a distorted geometry, from OMol25.

```
52
Properties=species:S:1:pos:R:3:forces:R:3
H -3.821 -0.901 -2.493 0.661 -0.062 0.211
O 4.293 2.328 -1.798 -0.729 0.358 -0.375
H -4.725 -1.363 4.068 0.156 -0.019 -0.065
H -0.612 -1.854 0.310 0.468 -1.088 -0.326
H -2.756 -1.047 -3.891 -0.079 -0.191 0.251
C -2.078 -3.462 3.689 -0.259 0.107 0.010
H -3.162 0.205 2.915 0.084 -0.277 0.055
N -0.660 -0.378 2.212 1.669 0.016 1.331
H -0.205 -2.949 2.793 -0.078 0.191 -0.092
C -1.593 -1.294 2.730 -0.511 -0.132 0.689
N -1.787 -0.498 -0.832 -0.030 0.665 1.482
H 0.956 -1.851 -4.125 -0.389 0.362 0.457
O -0.942 2.154 -0.099 -0.250 0.164 -0.146
C -0.365 -0.962 -2.625 1.082 0.203 -0.033
C 2.400 0.743 3.584 -0.444 -0.217 -0.510
H 2.197 2.319 -2.113 0.285 0.024 0.663
C 1.712 2.273 1.417 1.243 1.262 0.826
H -2.980 -2.433 -2.810 -0.016 0.402 -0.006
H 2.785 2.593 -0.366 0.347 -0.293 -0.966
N 0.624 -0.484 -1.880 0.356 0.622 0.909
H 3.485 2.439 4.297 -0.052 -0.085 -0.100
H 2.460 0.074 -1.691 -0.723 -0.612 -0.741
H -0.823 1.802 0.811 -0.938 0.843 -0.313
O 0.231 -2.342 0.459 0.063 -0.573 0.153
O -3.067 -0.468 -0.179 0.409 0.053 -0.362
C 2.491 2.816 2.421 -0.527 0.674 -0.678
H -0.735 -2.340 -4.182 0.158 0.271 -0.048
H -1.751 -4.475 3.933 -0.149 0.287 -0.082
C 2.896 2.017 3.489 0.212 -0.619 0.344
C -1.676 -0.914 -2.089 -0.331 0.098 0.753
C -2.884 -0.838 3.090 0.681 -0.446 -0.168
C -2.864 -1.332 -2.832 -1.057 -0.715 -1.445
C 2.962 2.767 -1.439 0.438 0.079 -0.443
C 1.529 0.275 2.542 -0.071 1.188 0.326
C -1.203 -2.607 3.033 -0.291 0.014 0.241
H 2.714 3.874 2.405 -0.084 0.002 0.025
H 0.964 -1.890 0.012 -0.334 -0.803 -0.314
O 1.970 -0.505 -2.326 -0.139 0.039 -0.178
C -3.741 -1.706 3.758 -0.099 -0.364 -0.030
H 4.455 2.761 -2.656 0.183 -0.482 0.536
C -0.073 -1.488 -3.965 -0.279 -0.674 -1.608
Cd 0.126 0.098 0.120 0.395 -0.472 -1.062
N 1.507 0.965 1.330 -0.228 -0.276 2.133
H -1.306 1.416 -0.662 -0.559 1.027 0.512
H -2.875 -0.159 0.744 0.031 -0.522 -1.222
C -3.351 -3.020 4.055 0.109 0.200 -0.079
H 2.917 3.843 -1.583 -0.231 0.300 0.058
H -4.025 -3.695 4.585 0.131 0.268 -0.160
H 1.216 2.917 0.704 0.311 -0.079 -0.307
H 2.414 0.185 4.504 0.216 -0.195 0.083
N 0.511 -0.516 2.899 -0.908 -0.228 -0.420
H -0.269 -0.723 -4.741 0.097 -0.292 0.231
```
Positions in Å, forces in eV/Å.

Calculated values
- strongest force on any atom (eV/A) = 2.2
- calculated total energy (eV) = -39241.8344
- highest occupied orbital energy (alpha / beta) (eV) = -6.94 / -6.28
- frontier orbital gap (alpha / beta) (eV) = 7.2 / 5.3



[5]
The following is a quantum chemistry calculation of C16H25ClI2N3P2Yb as an isolated structure at a distorted geometry, from OMol25.

```
50
Properties=species:S:1:pos:R:3:forces:R:3
C -0.586 1.299 8.544 -0.120 0.262 0.766
I -2.787 -0.778 3.676 -0.436 0.119 -0.003
H 2.260 -1.647 5.399 -0.137 -0.282 0.125
N 0.639 -0.303 4.872 0.801 -0.641 2.150
H 0.840 -0.037 9.420 0.126 -0.240 0.494
H 2.864 1.599 -2.139 0.295 0.070 0.019
C 1.765 -1.338 3.250 -0.781 0.806 1.543
C 1.641 -1.244 4.623 -0.211 0.322 -0.415
C 4.060 0.146 1.057 -0.613 0.297 0.280
H -4.288 1.393 -1.696 0.713 0.114 -0.045
H -4.891 1.048 1.028 -0.078 -0.563 -0.298
Yb -0.161 0.234 -0.863 0.102 -0.308 1.460
N 0.884 -0.450 2.651 -1.221 1.520 1.130
H -2.553 1.294 -2.193 -0.125 0.118 -0.038
H 3.510 -2.302 -0.579 0.110 0.196 -0.300
H 2.474 -1.934 2.703 -0.132 -0.129 -0.114
Cl 0.541 0.658 -3.102 0.056 0.110 -0.980
H 5.059 0.105 0.611 -0.176 -0.002 0.138
C 0.355 0.264 8.519 0.792 -0.922 -1.318
C -3.236 1.378 -1.340 -0.475 0.201 0.250
C -0.848 1.118 6.168 -0.973 0.922 0.477
C 0.718 -0.339 7.315 -0.149 0.155 1.304
C -1.205 1.709 7.371 -0.123 -0.102 -1.635
P -3.059 -0.044 -0.185 -1.275 -0.046 -0.804
H 3.910 1.117 1.545 0.188 -0.224 0.028
H -2.994 -1.308 -2.306 -0.072 -0.119 0.147
H 3.090 -1.553 -2.145 0.148 -0.053 -0.018
I -3.197 1.800 3.076 0.300 -0.119 0.450
H -0.377 1.049 3.554 -0.193 -0.018 -0.229
H -4.705 -0.655 1.467 -0.295 -0.087 0.061
H -1.939 2.505 7.380 -0.013 -0.124 0.059
H -5.558 -0.228 -0.031 0.335 0.018 -0.188
C 3.604 -1.394 -1.196 -0.402 -0.035 0.302
C -0.947 1.957 9.762 -0.627 1.352 1.624
N -1.288 2.602 10.682 0.775 -1.497 -1.886
H 3.407 2.329 -0.599 0.076 -0.101 -0.259
H 4.667 -1.164 -1.360 -0.370 -0.124 -0.008
P 2.813 0.006 -0.286 1.288 0.247 -0.780
H -3.172 -2.354 -0.857 -0.156 0.041 -0.324
H 4.527 1.248 -1.502 -0.395 0.163 0.026
H 1.416 -1.171 7.294 -0.026 0.285 0.168
H 3.940 -0.639 1.795 0.218 -0.076 0.098
C 0.251 0.185 3.644 1.280 -1.169 -2.708
H -4.584 -1.440 -1.463 0.598 -0.042 -0.192
C -4.728 0.033 0.627 0.485 0.668 0.712
C -3.488 -1.417 -1.334 0.080 -0.336 0.180
C 3.474 1.445 -1.247 -0.310 -0.169 0.164
H -3.037 2.312 -0.792 -0.085 -0.167 -0.297
C 0.146 0.134 6.124 0.999 -0.441 -1.494
H -1.380 1.406 5.268 0.208 0.150 0.178
```
Positions in Å, forces in eV/Å.

Calculated values
- strongest force on any atom (eV/A) = 3.2
- 2S+1 = 2
- total charge = +2
- calculated total energy (eV) = -100283.7042
- highest occupied orbital energy (alpha / beta) (eV) = -13.82 / -13.82
- frontier orbital gap (alpha / beta) (eV) = 6.3 / 3.2
- ⟨S²⟩ = 0.794



- Among the records above, which one has the lowest strongest force on any atom?
  C16H24NO3



Please write out number 1 again, unchanged.
The following is a quantum chemistry calculation of an isolated ion of composition C16H24NO3 and charge +1 at a distorted geometry, from OMol25.

```
44
Properties=species:S:1:pos:R:3:forces:R:3
H 1.252 0.027 1.686 -0.187 -0.103 -0.529
H 1.650 -0.721 -2.526 -0.417 0.280 0.144
H 2.627 1.152 0.398 -0.353 0.038 -0.021
C 0.909 -0.682 0.912 -0.281 0.014 -0.238
H -0.399 -2.379 0.820 0.145 -0.170 0.314
H -6.781 -2.441 3.293 0.278 -0.360 0.269
C 1.982 1.760 -0.242 0.568 0.578 1.256
H 1.985 2.234 -5.052 -0.724 -0.378 1.231
H -0.091 2.400 -1.578 0.133 0.003 0.098
C -4.884 -2.536 3.206 1.694 0.099 -0.358
C 0.504 1.662 -2.114 -0.503 -0.623 -1.163
H -0.148 -0.787 -0.982 0.257 -0.048 -0.187
O 1.423 1.768 -4.381 0.126 -0.014 -0.350
C 2.169 -0.113 -1.784 1.129 -0.136 -0.640
C -4.683 -1.161 3.039 -0.093 -0.026 0.313
H -0.692 0.502 0.015 0.714 0.587 -0.219
H 4.270 0.566 -1.903 -0.695 0.020 -0.311
H 1.256 3.378 -3.094 -0.014 0.176 -0.155
C -2.384 -1.475 2.380 -0.450 -1.485 0.534
C -3.762 -3.385 3.065 -0.160 0.496 -0.521
H 1.778 -1.256 0.538 -0.440 0.133 0.590
H 2.540 3.704 -1.039 -0.395 0.492 0.036
H 3.640 2.730 -3.131 0.185 0.265 -0.032
C 3.312 0.674 -2.460 0.490 0.951 -0.151
H -5.512 -0.489 3.282 0.261 -0.099 -0.190
H -3.863 -4.451 3.283 0.009 0.358 -0.196
C 2.938 2.195 -2.509 -0.459 -1.523 0.609
H 3.497 0.332 -3.487 -0.228 -0.142 0.406
H -3.280 0.430 2.668 -0.050 0.446 -0.144
H -1.727 -3.510 2.398 0.642 -0.693 -0.040
C -3.440 -0.628 2.683 -0.311 -0.726 -0.039
H 3.867 2.708 -0.597 -0.003 -0.117 -0.191
O -6.083 -3.081 3.515 -0.521 0.281 -0.064
N 1.204 0.821 -1.096 -0.353 -0.064 -0.198
O -1.205 -0.895 1.992 0.500 0.847 -0.284
H 0.403 -2.138 2.443 -0.244 0.056 -0.517
C -2.547 -2.867 2.579 -1.063 1.291 0.460
C -0.076 -1.643 1.573 -0.369 -0.378 0.083
C 2.882 2.685 -1.068 0.432 0.030 -0.233
H 1.317 2.376 0.406 0.136 -0.821 -0.517
C 0.227 -0.009 -0.316 -0.081 -0.710 1.323
H 2.612 -0.802 -1.062 -0.373 0.294 0.021
H -0.205 1.025 -2.682 0.504 0.244 0.271
C 1.516 2.320 -3.073 0.566 0.635 -0.469
```
Positions in Å, forces in eV/Å.

Calculated values
- strongest force on any atom (eV/A) = 1.7
- total charge = +1
- calculated total energy (eV) = -24607.2449
- highest occupied orbital energy (eV) = -10.18
- frontier orbital gap (eV) = 7.8
- structure (SMILES) = Oc1ccc(OCCC[N@+]23CC[C@H](CC2)[C@@H](O)C3)cc1



- What is the formula in the third record?
  C16H25BF6NO10P



- Which of these has the highest calculated total energy?
  C16H24NO3